[1]
An isolated ion of composition C4H6F3NOPS and charge +1, computed with wB97M-V/def2-TZVPD.

```
17
Properties=species:S:1:pos:R:3
O -1.049 2.231 -1.953
P -1.303 0.790 -1.778
C 0.078 -0.120 -0.938
S -0.256 -1.938 -1.142
C 0.181 -2.233 0.455
N 0.398 -1.195 1.203
C 0.052 0.096 0.590
C 0.954 1.245 1.116
F 1.704 0.800 2.144
F 1.765 1.706 0.170
F 0.204 2.247 1.549
H -1.485 0.012 -2.935
H -2.368 0.414 -0.939
H 1.038 0.128 -1.410
H 0.292 -3.262 0.807
H 0.767 -1.266 2.149
H -0.973 0.345 0.913
```

Results
Multiplicity ... 1
LUMO ... -5.4 eV
Maximum force ... 0.9 eV Å⁻¹
Total charge ... +1
E_tot ... -1324.90233 hartree
Orbital gap ... 9.348 eV
HOMO level ... -14.723 eV

Atomic partial charges in e from the Mulliken method, atoms 1 to 2: atom 1 (O): -0.540, atom 2 (P): 0.459

=====

[2]
A 2-piece molecular cluster, C4H6F6NPS overall, computed with wB97M-V/def2-TZVPD.

```
19
Properties=species:S:1:pos:R:3
C 1.419 1.347 -0.529
C -0.634 0.059 -0.593
C 0.939 -2.499 -1.300
C -1.978 -2.249 3.425
N 0.726 0.233 -0.603
F 1.757 -3.551 -1.592
F 0.709 -1.895 -2.517
F -0.255 -2.961 -0.930
F -2.276 -1.126 2.837
F -2.121 -2.133 4.685
F -2.963 -3.095 3.027
P 2.058 -1.444 -0.154
S 1.308 -1.860 1.603
H 2.482 1.359 -0.514
H 0.949 2.311 -0.356
H -0.994 -2.521 3.088
H -1.088 -0.254 -1.524
H -0.874 -0.801 -0.037
H -1.163 0.924 -0.091
```

Results
Multiplicity ... 1
LUMO ... -0.6 eV
Maximum force ... 6.1 eV Å⁻¹
Relative energy (zero: lowest compared OMol25 entry of this formula, charge and spin) ... 0.0000 eV
Total charge ... 0
E_tot ... -1549.47479 hartree
Orbital gap ... 8.071 eV
HOMO level ... -8.684 eV

Atomic partial charges in e from the Mulliken method, atoms 1 to 2: atom 1 (C): -0.183, atom 2 (C): -0.808

=====

[3]
One molecule with the formula C4H6FN, computed with wB97M-V/def2-TZVPD.

```
12
Properties=species:S:1:pos:R:3
C 2.936 -0.368 -0.187
C 0.730 0.579 0.179
C -0.436 -0.371 0.065
C -1.842 0.130 0.125
N 2.003 0.333 0.238
F -0.327 -1.727 0.197
H 3.983 -0.143 0.072
H 2.847 -1.247 -0.923
H 0.470 1.576 0.318
H -2.539 -0.737 -0.255
H -2.010 0.542 1.189
H -1.799 1.052 -0.610
```

Results
Multiplicity ... 1
LUMO (spin up / spin down) ... 0.4 / 0.4 eV
Maximum force ... 8.2 eV Å⁻¹
Relative energy (zero: lowest compared OMol25 entry of this formula, charge and spin) ... 2.7298 eV
Total charge ... 0
E_tot ... -310.51725 hartree
Orbital gap (spin up / spin down) ... 8.316 / 8.317 eV
HOMO level (spin up / spin down) ... -7.899 / -7.898 eV

Atomic partial charges in e from the Mulliken method, atoms 1 to 2: atom 1 (C): -0.279, atom 2 (C): -0.351

=====

[4]
An isolated ion of composition C4H6FN2 and charge +1, computed with wB97M-V/def2-TZVPD.

```
13
Properties=species:S:1:pos:R:3
C -0.800 -1.571 0.013
C 1.820 0.208 -0.350
C -0.942 -0.276 -0.664
C -0.429 0.807 0.341
N 0.244 -2.140 0.232
N 1.016 1.014 0.182
F 3.080 0.326 -0.062
H -1.760 -1.992 0.573
H -0.103 -0.323 -1.423
H -1.952 -0.081 -1.046
H -1.030 1.615 0.133
H -0.487 0.603 1.343
H 1.344 1.810 0.727
```

Results
Multiplicity ... 1
LUMO (spin up / spin down) ... -8.1 / -5.8 eV
Maximum force ... 3.7 eV Å⁻¹
Relative energy (zero: lowest compared OMol25 entry of this formula, charge and spin) ... 5.5060 eV
Total charge ... +1
E_tot ... -364.92380 hartree
Orbital gap (spin up / spin down) ... 6.217 / 10.552 eV
HOMO level (spin up / spin down) ... -14.278 / -16.340 eV

Atomic partial charges in e from the Mulliken method, atoms 1 to 2: atom 1 (C): 0.241, atom 2 (C): 0.164

=====

[5]
A 2-piece molecular cluster, C4H6FN3 overall, computed with wB97M-V/def2-TZVPD.

```
14
Properties=species:S:1:pos:R:3
C 2.328 0.297 0.898
C 1.234 -0.528 0.924
C -1.574 -0.260 -2.001
C -1.175 0.185 0.815
N 1.909 1.543 0.618
N 0.611 1.567 0.504
N 0.157 0.291 0.675
F -1.651 -0.963 1.269
H 3.376 -0.039 1.062
H 1.038 -1.506 1.211
H -2.426 -0.869 -2.163
H -1.076 0.453 -2.660
H -0.932 -0.900 -1.376
H -1.819 0.729 0.224
```

Results
Multiplicity ... 3
LUMO (spin up / spin down) ... 0.9 / -0.8 eV
Maximum force ... 2.5 eV Å⁻¹
Total charge ... 0
E_tot ... -419.94343 hartree
Expectation value of S² ... 2.014
Orbital gap (spin up / spin down) ... 8.686 / 9.298 eV
HOMO level (spin up / spin down) ... -7.811 / -10.095 eV

Atomic partial charges in e from the Mulliken method, atoms 1 to 2: atom 1 (C): -0.391, atom 2 (C): -0.138

=====

[6]
C4H6GdO3 as an isolated structure, computed with wB97M-V/def2-TZVPD.

```
14
Properties=species:S:1:pos:R:3
H -1.295 1.346 3.810
C 0.072 2.378 3.756
H 0.838 3.095 3.428
H 0.292 1.968 4.753
C -0.787 1.865 2.879
O 1.575 -0.755 -0.576
C 0.595 -0.949 -1.357
O -0.562 -0.558 -1.023
Gd 0.322 0.392 1.062
O 0.818 -1.588 -2.479
C -0.274 -1.761 -3.388
H -1.061 -2.364 -2.923
H -0.675 -0.786 -3.688
H 0.141 -2.284 -4.253
```

Results
Multiplicity ... 9
LUMO (spin up / spin down) ... -13.8 / -11.8 eV
Maximum force ... 4.3 eV Å⁻¹
Total charge ... +2
E_tot ... -1146.54814 hartree
Expectation value of S² ... 20.358
Orbital gap (spin up / spin down) ... 5.014 / 6.984 eV
HOMO level (spin up / spin down) ... -18.785 / -18.831 eV

Atomic partial charges in e from the Mulliken method, atoms 1 to 2: atom 1 (H): 0.339, atom 2 (C): -0.439

=====

[7]
C4H6HgLiO4 as an isolated structure, computed with wB97M-V/def2-TZVPD.

```
16
Properties=species:S:1:pos:R:3
O -0.453 0.101 1.453
C -0.590 1.153 0.666
O -1.753 1.288 0.079
Li 3.049 -0.404 -0.659
O 0.324 1.629 0.033
C -0.422 -1.215 0.945
H -0.864 -1.852 1.718
H -1.077 -1.267 0.068
O 1.446 -1.611 -0.519
C 0.953 -1.723 0.597
Hg 0.267 -1.292 -2.609
H 1.407 -2.437 1.304
C -2.041 2.537 -0.576
H -1.670 3.456 -0.113
H -3.131 2.605 -0.609
H -1.532 2.531 -1.547
```

Results
Multiplicity ... 2
LUMO (spin up / spin down) ... -9.5 / -12.4 eV
Maximum force ... 5.9 eV Å⁻¹
Total charge ... +2
E_tot ... -617.20358 hartree
Expectation value of S² ... 0.752
Orbital gap (spin up / spin down) ... 7.966 / 5.085 eV
HOMO level (spin up / spin down) ... -17.448 / -17.447 eV

Atomic partial charges in e from the Mulliken method, atoms 1 to 2: atom 1 (O): -0.297, atom 2 (C): 0.815

=====

[8]
A 2-piece molecular cluster, C4H6I2S overall, computed with wB97M-V/def2-TZVPD.

```
13
Properties=species:S:1:pos:R:3
C 1.102 -1.239 0.383
C 2.071 -0.376 0.182
C -0.573 0.201 1.516
C -0.254 -0.756 0.622
S -1.733 1.558 -1.872
I 4.027 -1.048 -0.030
I -1.748 -2.038 -0.086
H 1.263 -2.262 0.181
H 2.089 0.731 0.205
H -1.732 2.543 -2.953
H -1.654 0.445 1.720
H 0.236 0.657 2.136
H -3.094 1.585 -2.004
```

Results
Multiplicity ... 1
LUMO ... 0.1 eV
Maximum force ... 2.9 eV Å⁻¹
Relative energy (zero: lowest compared OMol25 entry of this formula, charge and spin) ... 0.4327 eV
Total charge ... 0
E_tot ... -1149.51025 hartree
Orbital gap ... 8.957 eV
HOMO level ... -8.815 eV

Atomic partial charges in e from the Mulliken method, atoms 1 to 2: atom 1 (C): -0.316, atom 2 (C): -0.568